DFT (ωB97M-V/def2-TZVPD) results for C35H29BrF4NNaO2PS2 as an isolated structure.

Geometry (Å):
Na 0.73471 -0.67071 -0.14567
O 2.68684 -1.19758 -0.73612
S 4.17377 -0.98643 -0.83839
C 4.42438 0.77139 -0.51740
C 3.47343 1.67154 -1.29088
C 3.10921 2.93438 -0.51500
C 1.84922 3.59482 -1.05661
S 0.29102 2.91980 -0.43637
O 0.44874 1.42353 -0.37680
C 0.36115 3.44411 1.26528
C -0.10636 4.71099 1.58308
C -0.08758 5.12635 2.90718
C 0.38430 4.27182 3.89227
C 0.83503 3.00023 3.56363
C 0.82567 2.57583 2.24379
C 4.56390 -1.00749 -2.57695
C 5.89877 -0.94378 -2.95519
C 6.21604 -0.96050 -4.30297
C 5.20618 -1.05694 -5.25293
C 3.88102 -1.14084 -4.85810
C 3.54847 -1.11630 -3.50959
H 5.47839 0.97456 -0.71741
H 4.27745 0.85789 0.56193
H 2.56110 1.11222 -1.50752
H 3.91652 1.93284 -2.25423
H 3.92541 3.65969 -0.55885
H 2.97311 2.70833 0.54538
H 1.77783 3.50805 -2.14296
H 1.79420 4.66056 -0.82025
H -0.49471 5.36160 0.80934
H -0.44896 6.11094 3.17016
H 0.39620 4.59502 4.92451
H 1.19985 2.33977 4.33956
H 1.15018 1.58093 1.96856
H 6.68530 -0.89481 -2.21210
H 7.25105 -0.91108 -4.61191
H 5.45874 -1.07827 -6.30407
H 3.09932 -1.23061 -5.60016
H 2.52135 -1.19358 -3.17951
F -3.62317 -6.86576 -1.82959
C -3.30998 -5.64941 -1.41400
C -4.30162 -4.72931 -1.13885
F -5.57725 -5.05963 -1.27835
C -3.94380 -3.46000 -0.69642
F -4.94262 -2.62583 -0.40141
C -2.62236 -3.06803 -0.54264
P -2.11591 -1.38345 -0.07214
C -2.07777 -1.47121 1.74680
C -2.63834 -2.44399 2.47599
C -2.57384 -2.46371 3.93595
C -1.88958 -1.55933 4.63584
C -1.08882 -0.50969 3.94254
C -1.24073 -0.40769 2.39697
C -3.47695 -0.24049 -0.41707
C -4.35496 0.23137 0.55239
C -5.31717 1.17285 0.22245
C -5.42136 1.63594 -1.08088
C -4.54981 1.16802 -2.05525
C -3.57017 0.24773 -1.72053
C -1.63275 -4.02688 -0.81800
Br 0.21939 -3.69721 -0.58609
C -1.97378 -5.29451 -1.24351
F -1.05011 -6.21311 -1.50579
H -3.19937 -3.23087 1.98739
H -3.13551 -3.23009 4.45388
H -1.90761 -1.58186 5.71762
H -1.10550 0.45239 4.45856
H -1.44633 0.58777 1.99603
H -4.30379 -0.14825 1.56511
H -5.99722 1.53714 0.98086
H -6.18058 2.36181 -1.33908
H -4.62512 1.52737 -3.07279
H -2.87337 -0.08917 -2.47990
N 0.29247 -0.90292 3.61699
C 0.25529 -0.81445 2.30812
H 1.05981 -1.21377 4.20200

Properties
- DFT total energy (eV) = -158631.11905
- HOMO (eV) = -10.629
- LUMO energy (eV) = -2.21
- gap between HOMO and LUMO (eV) = 8.42
- charge = +1

Atom charges from the Löwdin analysis, given in e for atoms 1 to 5: atom 1 (Na): 0.0860, atom 2 (O): -0.5834, atom 3 (S): 1.0341, atom 4 (C): -0.3115, atom 5 (C): -0.2318


DFT (ωB97M-V/def2-TZVPD) results for C35H29ClIMgN4O6PS as an isolated structure at a distorted geometry.

Geometry (Å):
Mg -0.57414 0.16495 0.63926
C 3.04070 -1.63544 2.87535
C 2.20174 -0.58795 2.09093
O 1.15520 -0.85203 1.47776
N 2.76549 0.66699 2.14633
C 2.09180 1.83256 1.55404
C 0.85351 2.21321 2.39044
C 0.91738 3.01061 3.53433
C -0.27849 3.42762 4.16088
C -1.52239 2.98564 3.65421
C -1.52161 2.21174 2.51805
N -0.36251 1.86807 1.88889
H 4.02801 -1.75795 2.38956
H 2.55772 -2.63391 2.94199
H 3.15477 -1.25946 3.91288
H 3.72091 0.70393 2.39917
H 1.73201 1.64149 0.48559
H 2.86991 2.63384 1.55297
H 1.93480 3.26063 3.88642
H -0.26403 4.13939 4.99330
H -2.40828 3.33454 4.17852
H -2.42372 1.94371 1.96359
Cl -5.61965 -4.60442 3.96731
C -4.40017 -3.41966 3.51542
C -3.17392 -3.94588 3.25080
C -2.19610 -3.12557 2.64125
I -0.17664 -3.66517 2.89131
C -2.50914 -1.85167 2.10106
O -1.64825 -1.06640 1.55463
C -3.90694 -1.42014 2.22985
N -4.49826 -0.41143 1.46254
C -5.73906 0.06782 1.66635
C -6.48658 -0.37189 2.74946
C -6.02047 -1.46751 3.45697
C -4.79627 -2.12433 3.09985
H -2.95869 -4.92189 3.64865
H -6.09098 0.75909 0.91957
H -7.45172 0.13722 2.95304
H -6.54886 -1.79190 4.36988
O 0.93538 0.28210 -5.02378
S -3.83086 -0.28203 -0.25119
O -4.97541 0.29102 -0.95254
O -2.63990 0.65782 -0.18492
O -3.59277 -1.64779 -0.63696
N 0.44430 0.37894 -0.96490
P 1.29722 0.37106 -2.23713
C 0.53091 -0.35270 -3.71302
C 1.43358 -1.02544 -4.73315
C 0.84031 -2.05625 -5.50874
C -0.52738 -2.29304 -5.49703
C -1.30976 -1.70096 -4.51326
C -0.76449 -0.91529 -3.50348
C 2.67496 -0.71842 -1.78620
C 4.01493 -0.40407 -2.03404
C 5.03031 -1.14178 -1.37916
C 4.73974 -2.31508 -0.70814
C 3.40817 -2.66903 -0.57767
C 2.36383 -1.88987 -1.06522
C 1.73058 2.11436 -2.60957
C 1.06248 2.84844 -3.60598
C 1.11709 4.23311 -3.58110
C 1.85581 4.97860 -2.64430
C 2.68529 4.25374 -1.74546
C 2.64750 2.82248 -1.76092
H 2.46613 -1.03822 -4.44868
H 1.52365 -2.66477 -6.11412
H -0.98100 -2.89524 -6.27489
H -2.36627 -1.93370 -4.40766
H -1.32075 -0.64927 -2.57185
H 4.24660 0.47507 -2.60449
H 6.00580 -0.70008 -1.43543
H 5.50425 -2.90407 -0.24108
H 3.22316 -3.64570 -0.16392
H 1.28802 -2.09349 -0.88118
H 0.44771 2.32113 -4.34456
H 0.57068 4.69978 -4.37873
H 1.88425 6.08888 -2.64354
H 3.49260 4.73655 -1.19435
H 3.39624 2.29477 -1.19003

Properties
- DFT total energy (eV) = -101202.32507
- HOMO (alpha / beta) (eV) = -0.803 / 1.540
- LUMO energy (alpha / beta) (eV) = 3.52 / 3.52
- gap between HOMO and LUMO (alpha / beta) (eV) = 4.32 / 1.98
- charge = -2

Atom charges from the Löwdin analysis, given in e for atoms 1 to 5: atom 1 (Mg): 0.5022, atom 2 (C): -0.0189, atom 3 (C): -0.4469, atom 4 (O): -0.0499, atom 5 (N): 0.0720


DFT (ωB97M-V/def2-TZVPD) results for C35H29CsN6O4S4 as an isolated structure.

Geometry (Å):
Cs 0.09279 -1.59353 -0.02878
S 2.20241 -1.06281 -2.82808
C 1.37051 -0.38344 -4.18942
C 2.09631 0.37188 -5.14366
C 1.52465 0.89647 -6.28288
C 0.17313 0.68622 -6.55877
C -0.56955 -0.03860 -5.64514
C -0.00878 -0.53754 -4.46840
S -1.11457 -1.35048 -3.33284
C -2.11664 0.08196 -2.77910
C -1.26510 1.29742 -2.55802
C -1.29751 2.35195 -3.46345
C -0.42267 3.40785 -3.28354
C 0.44749 3.37793 -2.20995
C 0.40331 2.29299 -1.33866
C 1.38739 2.19293 -0.20022
S 0.76570 1.62693 1.39856
C -0.20658 2.98507 1.97724
C -0.46441 4.12445 1.22503
C -1.26457 5.14461 1.72665
C -1.81230 5.01121 2.99532
C -1.55068 3.87827 3.74901
C -0.73972 2.83235 3.28130
S -0.44073 1.41322 4.24096
N -0.44284 1.28295 -1.51067
H 3.14968 0.52517 -4.94440
H 2.13877 1.46655 -6.97250
H -0.28416 1.07361 -7.46121
H -1.62311 -0.22320 -5.82887
H -2.58044 -0.23831 -1.84302
H -2.89719 0.30064 -3.50836
H -1.97215 2.32001 -4.30829
H -0.40852 4.23549 -3.98255
H 1.16118 4.17497 -2.04240
H 1.94207 3.12748 -0.09787
H 2.11065 1.41724 -0.47694
H -0.05349 4.22619 0.23076
H -1.45971 6.02344 1.12385
H -2.44615 5.79225 3.40152
H -1.97323 3.77136 4.74110
O -4.18329 -3.71997 1.55399
C -3.20439 -2.98942 1.41147
N -1.95990 -3.32897 1.03051
C -1.45103 -4.55108 1.23919
O -1.67662 -5.35199 2.14558
C -0.34302 -4.93751 0.25281
C 0.60474 -5.88029 0.64327
C 1.59482 -6.24211 -0.25209
C 1.60174 -5.66759 -1.51512
C 0.61269 -4.74629 -1.82225
N -0.33563 -4.38394 -0.96006
C -3.40953 -1.49423 1.64677
C -4.38479 -1.12009 2.56602
C -4.54933 0.22289 2.85583
C -3.75279 1.15277 2.20771
C -2.81950 0.69093 1.29423
N -2.64533 -0.60060 1.01590
H 0.53090 -6.30028 1.63645
H 2.35956 -6.95598 0.03146
H 2.36630 -5.90601 -2.24286
H 0.59239 -4.25172 -2.78765
H -4.97480 -1.89507 3.03371
H -5.27895 0.54231 3.59098
H -3.81520 2.21167 2.42204
H -2.16761 1.38291 0.77133
C 2.75832 -1.49765 3.58937
C 3.47792 -0.20150 3.73569
N 4.78806 -0.05111 3.70079
C 4.99799 1.29640 3.87598
C 3.80530 1.94717 4.01225
N 2.84594 0.97674 3.92971
H 2.17597 -1.56120 2.66739
H 2.05245 -1.65413 4.40678
H 3.49114 -2.30212 3.59422
H 5.99110 1.71687 3.88609
H 3.55373 2.98529 4.14248
H 1.82586 1.13553 3.91580
O 3.30778 -3.02080 -0.09254
O 4.06580 -3.93298 0.06351

Properties
- DFT total energy (eV) = -97786.40197
- HOMO (alpha / beta) (eV) = -2.190 / -2.190
- LUMO energy (alpha / beta) (eV) = 3.16 / 3.15
- gap between HOMO and LUMO (alpha / beta) (eV) = 5.35 / 5.34
- charge = -2

Atom charges from the Löwdin analysis, given in e for atoms 1 to 5: atom 1 (Cs): 0.8825, atom 2 (S): 0.3825, atom 3 (C): -0.7756, atom 4 (C): -0.1528, atom 5 (C): -0.1265